(1)
C5H12N3 | ωB97M-V/def2-TZVPD

Properties
Total charge: +1
HOMO in eV: -12.6264
Energy above the lowest of the compared OMol25 structures with the same formula, charge and spin in kcal per mole: 96.5
Calculated total energy in Ha: -361.614373

Last column: natural (NBO) charge in e.
Positions of all 20 atoms, in Å:
N1 -1.1505 1.6622 -0.0084  -0.60
N2 0.5140 2.6141 -1.2317  -0.78
N3 0.5315 -0.9126 0.1335  -0.32
C1 -0.6270 -0.6054 1.0240  -0.26
C2 -0.3073 1.5759 -1.0425  0.32
C3 -1.6044 0.2764 0.3114  -0.26
C4 1.0559 -0.0505 -0.6382  0.06
C5 1.0639 -2.2138 0.3896  -0.44
H1 -0.8168 2.3823 0.5957  0.40
H2 1.9423 -0.2185 -1.1140  0.17
H3 -1.2783 -1.6196 1.1479  0.25
H4 -1.9232 -0.3276 -0.6011  0.24
H5 1.2017 2.6319 -1.9166  0.40
H6 0.8646 -2.9786 -0.2693  0.24
H7 2.0981 -2.2540 0.3605  0.23
H8 0.7779 3.2248 -0.4988  0.38
H9 -2.5365 0.5021 0.9548  0.25
H10 -0.3354 -0.1320 2.0403  0.25
H11 -0.5546 1.1693 -2.0957  0.23
H12 0.8166 -2.4259 1.4293  0.22

***

(2)
C4H6NO2 | ωB97M-V/def2-TZVPD

Properties
Total charge: +1
HOMO (alpha / beta) in eV: -15.2625 / -14.4197
Energy above the lowest of the compared OMol25 structures with the same formula, charge and spin in kcal per mole: 174.4
Calculated total energy in Ha: -360.695967

Last column: natural (NBO) charge in e.
Positions of all 13 atoms, in Å:
O1 1.9259 0.5340 -1.3603  -0.26
O2 -0.7708 -1.2239 -2.1496  -0.26
N1 1.0849 -0.2076 -0.8005  0.01
C1 1.2206 -0.5567 0.5838  -0.45
C2 0.0167 -0.7748 -1.4204  0.87
C3 -0.7684 0.9904 -0.0010  -0.02
C4 -1.8682 0.6166 0.5524  -0.47
H1 -0.0165 1.7587 -0.0257  0.24
H2 0.8566 -1.4837 0.7837  0.24
H3 2.2370 -0.6251 0.7794  0.27
H4 0.7409 0.0912 1.2641  0.25
H5 -2.3002 1.2248 1.3922  0.31
H6 -2.3585 -0.3439 0.4020  0.27

***

(3)
C26H18IN6O2OsSe | ωB97M-V/def2-TZVPD

Properties
Total charge: +3
HOMO (alpha / beta) in eV: -16.4898 / -16.4952
Calculated total energy in Ha: -4269.351252

Last column: natural (NBO) charge in e.
Positions of all 55 atoms, in Å:
Os1 0.6837 -0.5655 -0.8734  1.12
I1 3.2627 -0.5944 -1.3887  0.54
Se1 0.6137 -5.8812 4.9106  1.17
O1 -1.6332 4.4525 -2.7940  -0.73
O2 -1.3032 -0.4824 -0.8364  -0.47
N1 0.6551 -0.6638 1.5618  -0.42
N2 0.6258 -2.5828 -0.3575  -0.48
N3 0.6202 -4.1257 4.9270  -0.60
N4 -4.3409 1.2792 -0.7221  -0.39
N5 0.6147 -5.9125 3.1561  -0.62
N6 0.7306 1.4890 -1.4212  -0.47
C1 0.6242 -4.6892 2.6809  0.16
C2 -0.3780 2.1243 -1.6808  0.13
C3 0.6385 0.3108 2.4518  0.06
C4 0.6197 -1.2300 4.2748  -0.06
C5 -3.9884 -1.0746 -0.2884  -0.67
C6 0.6468 -1.9441 1.9609  0.23
C7 -3.5273 0.2823 -0.6536  0.34
C8 -2.3493 4.2975 -1.6066  -0.10
C9 -4.0170 2.5192 -1.0212  0.20
C10 0.6141 0.0747 3.8256  -0.21
C11 3.1866 1.5486 -1.6646  -0.14
C12 4.3879 2.2148 -1.8090  -0.21
C13 3.1787 4.2806 -1.8905  -0.16
C14 1.9870 3.5934 -1.7507  -0.18
C15 -1.7274 1.8156 -1.3160  -0.03
C16 -2.1122 0.4905 -0.9300  0.33
C17 -2.7019 2.8382 -1.3313  -0.04
C18 0.5757 -5.2995 0.2664  -0.06
C19 4.3840 3.5990 -1.9181  -0.11
C20 0.6332 -2.9708 0.9354  0.15
C21 0.6301 -3.6611 3.6996  0.08
C22 0.6147 -4.3404 1.2857  -0.06
C23 0.5916 -3.5092 -1.3135  0.06
C24 0.5559 -4.8747 -1.0476  -0.21
C25 1.9425 2.1907 -1.6398  0.11
C26 0.6353 -2.2721 3.3358  -0.06
H1 0.5541 -6.3481 0.5307  0.28
H2 5.3182 4.1314 -2.0038  0.27
H3 -3.7516 -1.7731 -1.0915  0.26
H4 3.1581 5.3581 -1.9595  0.26
H5 -4.8117 3.2531 -1.0235  0.25
H6 0.5969 0.9070 4.5124  0.27
H7 -3.2615 4.8977 -1.5854  0.22
H8 0.5939 -3.1580 -2.3402  0.22
H9 -2.2106 4.6707 -3.5378  0.51
H10 -5.0603 -1.0766 -0.1027  0.28
H11 0.5194 -5.5790 -1.8653  0.27
H12 0.6460 1.3202 2.0636  0.23
H13 0.6077 -1.4717 5.3284  0.28
H14 -3.4594 -1.4140 0.6019  0.25
H15 -0.3176 3.0601 -2.2319  0.26
H16 5.3190 1.6681 -1.8158  0.26
H17 1.0827 4.1811 -1.7029  0.24
H18 -1.6980 4.6435 -0.7917  0.20

***

(4)
C24H64O6 | ωB97M-V/def2-TZVPD

Properties
Total charge: 0
HOMO in eV: -9.5729
Energy above the lowest of the compared OMol25 structures with the same formula, charge and spin in kcal per mole: 39.0
Calculated total energy in Ha: -1403.799168
SMILES string: CCCCCC.CCCCCC.CCO.CCO.CCO.CCO.CCO.CCO

Last column: Mulliken charge in e.
Positions of all 94 atoms, in Å:
O1 39.3270 128.1400 55.9700  -0.63
O2 42.0950 130.3400 50.1890  -0.42
O3 37.3630 131.8760 50.9550  -0.36
O4 41.8620 129.6540 57.1880  -0.46
O5 36.3570 132.5700 48.3400  -0.52
O6 42.1820 131.1810 47.2020  -0.62
C1 41.0670 133.0220 53.8130  -1.38
C2 44.5330 129.6470 50.2520  -1.22
C3 38.1900 133.9950 56.6640  -1.09
C4 36.5140 132.6150 51.7850  -0.11
C5 40.6010 134.9590 51.5180  0.06
C6 38.5490 133.4020 47.9170  -0.50
C7 39.4510 136.8800 50.5980  -1.47
C8 42.9770 129.3750 50.5880  -0.13
C9 41.9400 134.1790 51.6450  -0.78
C10 36.5720 132.8770 59.2810  -0.06
C11 41.9380 133.0090 52.5490  -0.19
C12 40.5680 135.9060 50.4110  -0.12
C13 42.7690 133.5180 46.3760  -1.22
C14 38.7470 129.3120 56.2270  0.40
C15 43.0480 130.0650 55.1490  -1.10
C16 37.1590 133.2720 47.3810  -0.36
C17 35.9770 133.2210 60.6340  -0.87
C18 38.6040 132.9140 57.6240  0.53
C19 37.2690 129.2180 55.7790  -0.85
C20 42.6310 130.6630 56.4800  -0.25
C21 42.9610 132.4080 47.5810  0.36
C22 36.7350 132.0160 53.1120  -1.01
C23 34.4570 133.1070 60.7610  -1.64
C24 38.0370 133.3130 59.0640  -1.19
H1 42.6280 128.3540 50.1740  0.33
H2 36.0670 132.5810 54.0170  0.18
H3 41.4010 136.6110 50.4320  0.53
H4 35.8900 133.3860 58.5160  0.20
H5 39.0110 132.3030 48.0720  0.18
H6 42.0640 129.8760 54.7050  0.16
H7 39.6240 133.0990 57.9070  0.19
H8 36.3770 132.5490 61.1620  0.48
H9 43.0000 133.0430 45.4340  0.37
H10 42.9480 132.5920 52.7500  0.36
H11 42.7300 134.9300 51.8090  0.32
H12 36.7130 130.1730 56.1050  0.20
H13 39.3730 130.0320 55.4960  -0.32
H14 38.6320 132.8260 59.8390  0.46
H15 43.6010 130.8650 57.0740  0.35
H16 37.2440 132.5690 46.4270  0.24
H17 33.9690 133.6520 60.0910  0.51
H18 35.9910 134.2180 60.9950  0.43
H19 39.8340 134.1480 51.4340  -0.04
H20 43.5910 130.9180 54.7000  0.23
H21 38.1270 135.0340 56.9420  0.42
H22 39.4160 137.1540 51.5510  0.49
H23 41.7180 129.9090 58.0110  0.23
H24 37.1260 132.2400 50.2570  0.12
H25 44.9010 130.5320 50.6730  0.33
H26 44.0060 132.2490 47.5540  0.38
H27 40.0320 133.3910 53.6800  0.15
H28 36.7160 133.7140 52.0830  0.16
H29 45.1330 128.8540 50.7040  0.40
H30 37.7810 131.8900 53.4040  0.16
H31 38.9140 134.0480 55.8810  -0.03
H32 42.2660 133.8250 50.7390  -0.05
H33 41.8280 134.0520 46.1500  0.25
H34 40.3470 135.4260 52.4190  0.44
H35 36.6960 128.2640 56.1380  0.32
H36 39.6650 137.6760 49.8070  0.36
H37 42.5610 132.7040 48.6080  -0.20
H38 38.0730 134.3230 59.0140  0.41
H39 40.7180 135.3720 49.3170  -0.04
H40 35.4420 132.6800 51.4860  0.36
H41 36.4400 131.0320 53.2210  0.50
H42 38.3960 131.8750 57.4230  -0.25
H43 43.0190 129.2240 51.7260  0.13
H44 37.2920 129.4790 54.7210  0.16
H45 43.4970 134.2560 46.6860  0.35
H46 38.6110 133.9900 48.7680  -0.01
H47 37.2550 133.8520 56.2800  0.50
H48 36.4900 131.7310 59.3480  0.13
H49 35.5170 132.5120 47.8460  0.30
H50 42.2920 130.5860 48.0050  0.30
H51 43.7510 129.3740 55.0890  0.72
H52 40.3320 128.1420 55.9510  0.34
H53 41.0100 132.1380 54.3820  0.21
H54 44.6920 129.5620 49.1950  0.32
H55 34.2390 132.0980 60.7470  0.40
H56 38.4970 136.3880 50.2730  0.19
H57 34.4380 133.2100 61.7930  0.45
H58 36.4820 134.1510 47.0070  0.32
H59 42.1110 131.5620 56.3180  0.21
H60 39.1200 133.9680 47.1850  0.31
H61 41.1240 130.0380 50.4070  0.28
H62 41.7090 132.1810 51.9150  0.08
H63 41.7310 133.4480 54.3520  0.79
H64 38.8530 129.6220 57.1640  0.40

***

Question: The lowest total charge belongs to which entry?
Answer: C24H64O6

***

Question: The lowest calculated total energy belongs to which entry?
Answer: C26H18IN6O2OsSe

***

Question: What is the formula in the second record?
Answer: C4H6NO2